Formula: C27H33BrF10O10PS2
Source: OMol25
Level of theory: ωB97M-V/def2-TZVPD

The geometry in ORCA input format:
```
! wB97M-V def2-TZVPD RIJCOSX def2/J DEFGRID3
* xyz -1 1
C -3.007 2.842 2.477
C -1.885 3.754 1.960
C -1.065 3.131 0.830
C -0.582 1.717 1.199
C 0.700 1.367 0.459
C 1.444 0.020 0.591
P 1.729 -1.030 2.150
S 2.031 -2.319 3.971
C 3.613 -0.926 1.811
C 4.256 0.466 1.715
C -0.269 -1.240 2.406
Br -0.843 -2.513 3.844
C -1.290 -1.666 1.298
C -1.237 -1.435 -0.211
C 1.836 0.490 3.460
F 1.823 1.762 2.995
F 2.938 0.408 4.230
F 0.831 0.431 4.373
S 1.966 -3.109 0.815
O 2.145 -2.783 -0.598
O 3.122 -3.807 1.364
C 0.773 -4.652 0.722
F -0.374 -4.497 0.024
F 1.538 -5.338 -0.193
C 0.603 -5.715 1.875
F 1.077 -6.909 1.455
F 1.329 -5.414 2.950
C -0.886 -6.039 2.338
F -0.912 -6.144 3.669
F -1.276 -7.218 1.846
F -1.794 -5.140 1.982
H -2.651 2.249 3.321
H -3.335 2.127 1.721
H -3.866 3.406 2.839
H -2.321 4.704 1.643
H -1.214 3.974 2.794
H -0.198 3.768 0.640
H -1.715 3.077 -0.048
H -0.452 1.715 2.280
H -1.409 1.035 1.003
H 1.399 2.181 0.645
H 0.475 1.493 -0.611
H 2.377 0.133 0.040
H 0.959 -0.661 -0.089
H 3.295 -2.765 4.003
H 3.833 -1.412 0.860
H 4.169 -1.503 2.545
H 4.660 0.810 2.663
H 5.108 0.417 1.031
H 3.606 1.251 1.335
H -0.597 -0.315 2.852
H -1.564 -2.707 1.438
H -2.240 -1.206 1.602
H -0.472 -2.023 -0.720
H -1.081 -0.407 -0.524
H -2.192 -1.742 -0.643
C 4.387 5.698 -2.421
C 4.391 4.561 -1.709
C 3.151 3.709 -1.545
O 3.275 2.692 -0.893
C 1.914 4.152 -2.156
C 1.913 5.290 -2.863
C 3.157 6.128 -3.048
O 3.044 7.136 -3.726
O 0.838 5.788 -3.463
O 5.457 4.078 -1.093
H 5.267 6.312 -2.547
H 1.030 3.545 -2.017
H 1.135 6.611 -3.897
H 5.167 3.248 -0.660
C -4.614 -3.165 -4.622
C -3.572 -2.508 -4.084
C -3.690 -1.081 -3.592
O -2.691 -0.584 -3.112
C -4.966 -0.403 -3.723
C -5.999 -1.063 -4.261
C -5.887 -2.494 -4.736
O -6.899 -2.996 -5.195
O -7.206 -0.537 -4.430
O -2.373 -3.038 -3.936
H -4.540 -4.184 -4.974
H -5.038 0.619 -3.381
H -7.746 -1.245 -4.835
H -1.811 -2.361 -3.508
*
```

For the HOMO-LUMO gap, the calculation gives 5.174 eV. The calculation puts the total energy at -177183.973 eV.